[1]
92
Properties=species:S:1:pos:R:3:forces:R:3 method="wB97M-V/def2-TZVPD" homo_energy_ev="-16.5 / -16.5" e_tot_ha=-3293.69870 e_lumo_ev="-10.97 / -10.74" total_charge=+3 multiplicity=2 e_above_lowest_kj_mol=0.0
Ru 0.326 -0.079 0.840 -0.5906 0.5269 -1.7792
C 1.421 2.381 -1.943 0.0080 -0.0240 -0.0012
C -0.015 2.637 -1.485 0.1176 -0.3070 0.1763
P -0.423 2.102 0.219 -0.2920 0.7372 -0.1778
C 0.456 3.203 1.363 0.1191 -0.6266 0.1038
C 0.271 2.940 2.727 0.0295 0.0079 -0.1034
C 0.833 3.773 3.678 -0.0072 0.0480 0.0711
C 1.588 4.868 3.274 -0.0122 -0.0382 -0.0388
C 1.802 5.110 1.922 -0.0171 0.0733 -0.0323
C 1.234 4.287 0.962 0.0974 -0.0715 -0.0879
C -2.155 2.606 0.485 0.1365 -0.7836 0.1500
C -2.688 3.715 -0.169 0.0130 0.0121 -0.1446
C -4.006 4.075 0.066 0.0158 0.0630 0.0467
C -4.782 3.352 0.961 -0.0207 -0.0661 0.0561
C -4.250 2.252 1.618 0.0052 0.1460 0.0589
C -2.934 1.883 1.390 0.1132 0.0362 -0.0551
C 1.714 0.917 -2.277 -0.3249 -0.0747 0.3118
P 2.071 -0.046 -0.763 0.3435 -0.0311 -0.1348
C 2.543 -1.713 -1.240 -0.2604 0.0041 0.5776
C 3.148 -2.464 -0.221 0.0417 0.0955 -0.1376
C 3.584 -3.750 -0.476 -0.0070 -0.0187 0.0262
C 3.388 -4.303 -1.737 -0.0191 -0.0010 0.0104
C 2.790 -3.560 -2.748 -0.0226 -0.0222 -0.0560
C 2.361 -2.263 -2.506 -0.1082 0.0626 -0.0489
C 3.578 0.678 -0.077 -0.3968 0.0198 0.3518
C 4.811 0.394 -0.666 -0.0879 0.0401 -0.0688
C 5.953 1.001 -0.172 0.0890 -0.0079 -0.0338
C 5.875 1.876 0.906 -0.0718 0.0024 -0.0028
C 4.652 2.141 1.507 0.0270 0.0172 0.0782
C 3.503 1.537 1.022 -0.0542 -0.1346 -0.1234
H 2.136 2.733 -1.194 0.0342 0.0616 -0.1041
H 1.590 2.977 -2.840 0.0277 -0.0083 -0.0005
H -0.722 2.134 -2.149 -0.0232 0.0928 0.0184
H -0.224 3.706 -1.527 -0.0556 0.0309 0.0454
H -0.344 2.101 3.038 -0.0752 0.0772 0.0489
H 0.669 3.587 4.731 -0.0166 0.0087 -0.0066
H 1.993 5.548 4.011 0.0665 -0.0491 0.0144
H 2.408 5.951 1.612 -0.0576 0.0397 0.0007
H 1.399 4.504 -0.086 -0.0023 0.0203 0.0336
H -2.097 4.312 -0.849 -0.0220 -0.0110 -0.0384
H -4.427 4.931 -0.445 0.0350 0.0249 0.0143
H -5.802 3.656 1.160 -0.0161 -0.0184 -0.0599
H -4.857 1.681 2.307 0.0323 0.1048 0.0322
H -2.514 1.029 1.912 -0.0833 0.0365 0.0006
H 2.609 0.844 -2.897 0.0530 -0.0980 0.0457
H 0.880 0.456 -2.816 0.0159 -0.0070 -0.0269
H 3.297 -2.012 0.755 0.1050 -0.0751 -0.0052
H 4.088 -4.318 0.295 -0.0443 -0.0133 0.0082
H 3.703 -5.319 -1.933 0.0682 0.0292 -0.0329
H 2.674 -3.985 -3.736 -0.0132 -0.0175 0.0098
H 1.915 -1.690 -3.311 -0.0202 0.0039 0.0195
H 4.875 -0.291 -1.503 0.0541 -0.0015 0.0024
H 6.911 0.787 -0.625 -0.0059 0.0097 -0.0090
H 6.772 2.350 1.281 0.0149 -0.0195 0.0014
H 4.596 2.809 2.356 0.0012 0.0028 -0.0095
H 2.543 1.732 1.489 0.1275 0.0848 0.0424
S 1.327 -0.650 4.176 -0.3133 0.2503 -0.9615
C 0.871 -0.400 2.753 0.7254 -0.7351 1.7263
C -0.480 -6.124 0.008 -0.0057 -0.0110 0.0336
C -1.597 -5.616 -0.646 -0.0624 0.0261 0.0834
C -1.814 -4.250 -0.694 -0.0610 0.1077 -0.0601
C -0.879 -3.390 -0.115 0.6254 0.4000 0.1158
C 0.229 -3.899 0.556 -0.0574 0.0815 -0.1597
C 0.431 -5.269 0.609 0.0086 -0.0530 0.0690
P -1.207 -1.606 -0.145 -0.7583 -0.3590 0.1265
C -2.579 -1.481 1.036 0.5183 0.3852 -0.1112
C -3.870 -1.079 0.708 -0.0472 0.0057 0.0295
C -4.818 -0.975 1.716 -0.0271 -0.1519 -0.1122
C -4.481 -1.255 3.035 0.0051 -0.0058 0.0178
C -3.197 -1.677 3.360 -0.0018 0.0134 0.0183
C -2.246 -1.797 2.362 -0.0120 0.0934 -0.0405
C -1.746 -1.141 -1.798 0.4267 0.2403 0.1625
C -1.456 -1.947 -2.902 0.0813 -0.0010 0.0697
C -1.842 -1.538 -4.168 0.0007 0.0152 -0.0862
C -2.480 -0.317 -4.347 0.0365 -0.0049 0.0280
C -2.749 0.500 -3.253 -0.0449 0.0277 -0.0367
C -2.373 0.098 -1.984 -0.1216 -0.1625 0.0684
H -0.339 -7.195 0.071 0.0461 0.0043 -0.0644
H -2.312 -6.285 -1.105 -0.0116 -0.0093 0.0278
H -2.709 -3.859 -1.162 0.0154 -0.0273 -0.0710
H 0.928 -3.222 1.029 0.1079 -0.0445 0.0105
H 1.296 -5.673 1.119 -0.0213 0.0108 0.0410
H -4.141 -0.860 -0.317 -0.0132 0.0087 0.0449
H -5.828 -0.679 1.467 -0.0056 -0.0261 0.0071
H -5.228 -1.162 3.813 -0.0152 -0.0224 -0.0055
H -2.949 -1.931 4.383 -0.0183 0.0010 -0.0015
H -1.258 -2.179 2.598 -0.0204 -0.0579 0.0205
H -0.941 -2.890 -2.773 -0.0151 -0.0323 -0.0052
H -1.653 -2.177 -5.020 0.0418 0.0084 0.0057
H -2.764 0.001 -5.341 -0.0511 -0.0223 0.0073
H -3.268 1.439 -3.393 0.0251 0.0140 0.0054
H -2.600 0.723 -1.128 -0.0437 0.0382 -0.0404

***

[2]
102
Properties=species:S:1:pos:R:3:forces:R:3 method="wB97M-V/def2-TZVPD" homo_energy_ev=-0.2 e_tot_ha=-6241.56934 e_lumo_ev=3.56 total_charge=-2 multiplicity=1 e_above_lowest_kj_mol=371.0
Pb 1.796 1.323 -0.988 -0.3755 0.2217 -0.8215
O -1.066 -0.089 -1.510 -0.1035 0.4047 0.1043
P -1.142 -1.560 -1.345 0.2730 -1.0840 0.0019
C -1.969 -1.962 0.284 0.4212 0.4182 0.1200
P -1.427 -0.644 1.416 -0.7471 -0.4038 -0.3301
O 0.025 -0.394 1.433 0.1274 0.1754 0.0506
C -2.013 -1.074 3.086 -0.0454 0.1839 0.1309
C -2.954 -2.043 3.414 0.1287 0.0895 -0.1920
C -3.345 -2.213 4.734 -0.1421 -0.0819 0.1597
C -2.821 -1.407 5.734 0.1027 0.0315 -0.0777
C -1.879 -0.434 5.413 -0.0793 -0.0968 0.0799
C -1.474 -0.278 4.100 0.0533 -0.0302 -0.1385
C -2.439 0.803 1.006 -0.0090 0.0393 0.2399
C -3.828 0.738 0.944 0.1226 -0.0371 -0.0180
C -4.565 1.880 0.678 -0.0825 0.0344 -0.0050
C -3.919 3.096 0.494 0.0244 -0.0389 0.0108
C -2.535 3.165 0.572 -0.0805 0.0824 -0.0010
C -1.796 2.022 0.832 0.1168 -0.1311 -0.1005
C 0.263 -2.597 -1.491 -0.8260 0.3619 0.1350
C 0.745 -2.763 -2.821 0.0592 -0.1408 -0.0696
C 1.672 -3.657 -3.250 -0.0802 0.1723 -0.1601
C 2.307 -4.684 -2.457 -0.1704 -0.0999 0.1557
C 2.103 -5.059 -1.189 -0.0900 -0.0486 0.0403
C 0.920 -3.144 -0.332 0.6636 0.5730 0.1045
C -2.373 -2.219 -2.531 0.1558 0.1683 -0.1013
C -2.733 -3.563 -2.556 -0.0002 0.0444 0.0527
C -3.629 -4.025 -3.506 -0.0581 -0.0683 -0.0041
C -4.160 -3.149 -4.447 -0.0068 0.0291 0.0166
C -3.804 -1.808 -4.423 -0.0692 -0.0678 -0.0679
C -2.912 -1.343 -3.467 -0.0250 0.0820 0.0898
H -1.691 -2.943 0.669 -0.0078 -0.0164 0.0104
H -3.048 -1.919 0.133 -0.0138 0.0170 -0.0261
H -3.378 -2.671 2.639 0.0031 -0.0104 0.0045
H -4.072 -2.976 4.985 0.0070 0.0006 -0.0118
H -3.135 -1.541 6.762 -0.0201 -0.0066 -0.0005
H -1.459 0.193 6.190 0.0116 -0.0002 -0.0044
H -0.721 0.453 3.826 0.0113 0.0183 0.0798
H -4.335 -0.209 1.097 -0.0288 0.0146 -0.0074
H -5.644 1.822 0.608 0.0065 0.0036 0.0102
H -4.497 3.987 0.282 0.0116 0.0075 -0.0179
H -2.029 4.109 0.411 -0.0038 -0.0496 -0.0480
H -0.713 2.048 0.861 0.0214 0.0092 -0.0114
H 0.296 -2.107 -3.564 0.1686 -0.0006 -0.0925
H 1.973 -3.621 -4.290 -0.0421 0.0531 -0.0038
H 3.076 -5.255 -2.966 0.0428 -0.0385 0.0817
H 2.699 -5.837 -0.733 0.0398 0.0071 -0.0148
H 0.423 -2.872 0.597 -0.0543 -0.1572 -0.0146
H -2.291 -4.241 -1.834 0.0444 -0.0439 -0.0633
H -3.909 -5.072 -3.528 0.0290 -0.0054 0.0080
H -4.843 -3.517 -5.203 -0.0149 0.0060 0.0096
H -4.220 -1.127 -5.156 0.0442 0.0204 -0.0020
H -2.613 -0.302 -3.426 0.0294 -0.0071 -0.0432
C -0.400 6.030 1.863 0.0105 -0.1546 0.0059
C 0.841 5.179 1.815 -0.0043 0.2680 0.3088
C 1.742 5.141 2.879 0.0911 -0.1775 -0.3213
C 2.910 4.407 2.747 -0.0705 0.1259 0.2278
C 3.117 3.722 1.561 -0.0495 -0.0765 -0.2607
Br 4.769 2.820 1.302 -0.1701 -0.0450 0.0193
N 2.249 3.685 0.568 0.4678 0.6261 0.5568
C 1.146 4.424 0.697 -0.0255 -0.2662 -0.3463
H -0.281 6.846 2.575 -0.0235 0.0217 -0.0120
H -1.269 5.439 2.162 -0.0014 0.0437 0.0137
H -0.606 6.452 0.879 -0.0496 0.0234 0.0081
H 1.544 5.700 3.786 0.0046 0.0210 0.0143
H 3.660 4.380 3.525 -0.0199 -0.0090 0.0180
H 0.485 4.389 -0.166 -0.0147 -0.0186 -0.0312
C 1.781 -0.676 5.838 0.0548 -0.0179 -0.1229
C 2.000 -1.032 4.391 0.0454 -0.0108 -0.0241
C 1.776 -2.336 3.952 0.0250 0.0495 -0.0183
C 1.995 -2.685 2.631 -0.0289 -0.0949 0.0202
C 2.439 -1.727 1.732 -0.1170 -0.0694 -0.2123
C 2.691 -0.439 2.154 0.2759 0.0350 -0.2248
C 2.466 -0.093 3.478 -0.0123 -0.0884 0.0611
S 2.677 -2.268 0.025 0.6945 0.3847 -0.0084
O 1.222 -4.531 -0.260 0.1162 -0.1409 -0.1003
O 3.718 -3.289 0.124 -0.1668 -0.2561 0.0393
N 2.982 -1.022 -0.821 -0.5577 -0.7872 0.6113
C 4.011 -1.097 -1.851 0.2256 0.1814 -0.1446
C 4.733 0.264 -2.027 0.1085 0.0014 0.0529
O 5.865 0.219 -2.523 -0.0972 -0.0476 0.0156
O 4.118 1.321 -1.665 -0.1828 -0.2565 0.0769
H 0.920 -1.213 6.239 -0.0146 0.0458 0.0484
H 1.619 0.396 5.953 -0.0365 0.0080 0.0529
H 2.656 -0.948 6.435 -0.0196 0.0205 0.0350
H 1.427 -3.081 4.660 -0.0255 -0.0179 -0.0213
H 1.823 -3.702 2.293 -0.0048 0.0034 -0.0053
H 3.066 0.282 1.440 -0.0815 0.0384 -0.0098
H 2.633 0.932 3.795 0.0538 -0.0018 0.0068
H 3.578 -1.370 -2.821 0.0213 0.0108 0.0312
H 4.766 -1.843 -1.598 0.0139 0.0396 -0.0829
N 1.088 2.359 -2.654 -0.0259 0.2709 0.5926
C 0.836 2.503 -3.937 0.1251 -0.3216 0.1367
C 0.141 3.655 -4.448 -0.0256 -0.0174 -0.1227
C -0.160 3.796 -5.787 0.0286 -0.0382 0.0478
C 0.204 2.828 -6.724 -0.0675 0.0144 -0.2451
C 0.889 1.697 -6.267 -0.0067 0.0485 0.0237
C 1.202 1.533 -4.937 -0.0842 0.0785 -0.0371
H -0.162 4.415 -3.735 0.0312 -0.0213 0.0372
H -0.701 4.681 -6.119 0.0138 0.0073 0.0152
H -0.040 2.947 -7.774 0.0070 -0.0021 0.0193
H 1.180 0.931 -6.983 0.0212 -0.0132 0.0312
H 1.737 0.655 -4.591 0.0055 -0.0215 -0.0248

***

[3]
101
Properties=species:S:1:pos:R:3:forces:R:3 method="wB97M-V/def2-TZVPD" homo_energy_ev=-6.6 e_tot_ha=-5188.29776 e_lumo_ev=-0.41 multiplicity=1 e_above_lowest_kj_mol=30.8
Pb 1.269 0.539 -1.324 -0.2236 -0.0873 -0.3260
Br 3.022 3.777 -8.192 0.0123 -0.0624 0.1186
C 3.050 2.983 -6.459 -0.0099 0.1227 -0.2347
C 3.949 1.941 -6.190 -0.0567 0.0614 0.0417
C 3.974 1.379 -4.946 -0.0718 -0.1208 0.1222
C 3.070 1.754 -3.899 0.0287 0.3701 -0.2500
O 3.127 1.140 -2.786 -0.1251 -0.0276 0.2636
C 2.184 2.854 -4.199 0.3044 -0.3900 -0.1292
C 1.359 3.512 -3.232 -0.1574 0.2805 0.3783
N 1.011 3.078 -2.070 0.3309 0.0266 -0.2760
C 0.359 3.912 -1.159 -0.2989 0.4878 0.1489
C -0.335 5.061 -1.489 0.1550 -0.3143 -0.0989
C -0.871 5.915 -0.515 -0.0400 0.0601 0.2417
C -0.743 5.627 0.814 -0.0894 0.1093 -0.1475
C -0.111 4.429 1.208 0.0156 -0.1665 -0.1743
C -0.009 4.050 2.564 0.0691 -0.1141 0.0299
C 0.598 2.873 2.898 -0.0789 0.2026 0.0747
C 1.087 2.061 1.860 0.0216 0.0088 -0.1327
N 1.008 2.380 0.594 0.2776 0.1813 0.1351
C 0.431 3.552 0.230 -0.1673 0.3108 0.1704
C 2.222 3.448 -5.481 -0.0224 -0.0710 0.0126
H 4.622 1.595 -6.964 0.0245 0.0159 -0.0047
H 4.670 0.584 -4.710 -0.0032 -0.0232 -0.0182
H 1.070 4.524 -3.543 -0.0166 -0.0071 0.0468
H -0.469 5.329 -2.528 0.0239 -0.0172 -0.0244
H -1.380 6.817 -0.830 -0.0099 -0.0035 0.0033
H -1.133 6.296 1.570 -0.0334 -0.0243 0.0179
H -0.425 4.703 3.322 0.0256 0.0127 0.0253
H 0.707 2.564 3.928 -0.0147 -0.0230 0.0070
H 1.553 1.107 2.089 0.0378 -0.0290 0.0064
H 1.563 4.281 -5.693 -0.0037 0.0174 0.0304
C -4.448 -3.512 -1.767 0.1576 0.0231 -0.0083
C -3.033 -3.123 -1.433 -0.0748 -0.0504 -0.0579
C -2.543 -3.147 -0.130 0.0220 0.0252 0.0057
C -1.260 -2.733 0.147 -0.0174 0.1854 -0.0576
C -0.370 -2.250 -0.835 0.0744 -0.1696 -0.0349
N 0.892 -1.785 -0.496 0.2354 -0.0976 0.0495
C 1.614 -2.534 0.403 -0.0410 -0.0875 -0.0797
C 1.369 -3.928 0.523 0.1223 0.0669 -0.0295
C 1.965 -4.736 1.460 0.0214 0.0950 0.0058
C 2.911 -4.220 2.342 -0.0878 -0.1053 0.0554
C 3.549 -5.084 3.397 0.1036 0.0684 -0.1424
C 3.274 -2.902 2.159 0.0578 0.0760 -0.0885
C 2.668 -2.053 1.226 -0.1413 -0.5437 -0.1346
N 3.232 -0.742 1.136 -0.1008 0.3514 0.4354
C 4.010 -0.152 2.075 0.0685 0.2693 -0.0209
C 4.575 0.971 1.515 -0.0121 -0.1183 0.0965
C 4.071 1.007 0.213 -0.0137 -0.0506 0.0925
N 3.253 -0.018 0.004 0.4638 -0.3216 -0.1964
C -0.874 -2.267 -2.154 -0.1250 0.0112 0.4114
C -2.172 -2.696 -2.424 -0.0438 0.1247 0.0094
N -0.084 -1.950 -3.292 0.1411 -0.2955 -0.2474
C 0.006 -2.727 -4.393 0.2270 0.0166 -0.1585
C 0.797 -2.065 -5.303 -0.0474 -0.0129 -0.0027
C 1.144 -0.870 -4.662 -0.0854 -0.0881 0.1064
N 0.605 -0.807 -3.450 -0.1190 -0.1173 -0.3100
H -4.963 -3.905 -0.891 -0.0473 0.0024 -0.0122
H -4.463 -4.274 -2.547 -0.0896 -0.0157 -0.0038
H -5.001 -2.645 -2.136 -0.0860 -0.0531 0.0258
H -3.175 -3.494 0.680 -0.0262 0.0087 -0.0027
H -0.883 -2.791 1.158 -0.0289 0.0300 0.0916
H 0.673 -4.371 -0.174 -0.0577 0.0069 0.0177
H 1.712 -5.790 1.488 -0.0231 -0.0104 0.0453
H 2.916 -5.943 3.616 0.0252 -0.0213 0.0403
H 3.706 -4.532 4.324 0.0046 -0.0140 0.0188
H 4.520 -5.459 3.065 0.0132 -0.0403 0.0489
H 4.106 -2.525 2.739 -0.0182 0.0120 0.0500
H 4.103 -0.529 3.077 -0.0138 -0.1234 -0.0262
H 5.258 1.654 1.987 -0.0208 0.0471 0.0050
H 4.244 1.711 -0.584 -0.0769 0.0342 -0.0527
H -2.516 -2.678 -3.453 0.0132 0.0549 -0.0195
H -0.466 -3.692 -4.444 -0.0369 -0.0070 0.0877
H 1.094 -2.393 -6.283 -0.0219 -0.0374 -0.0083
H 1.763 -0.069 -5.024 0.0327 0.0757 -0.0075
C -0.881 -0.548 4.251 -0.0776 -0.1454 -0.0960
C -2.069 -1.156 3.511 0.1203 0.0753 0.0688
N -3.282 -0.364 3.627 0.0600 -0.0490 0.0545
C -3.965 -0.385 4.919 -0.0728 0.2455 0.0589
C -3.914 0.960 5.637 -0.0103 -0.1394 -0.0988
C -3.899 0.287 2.609 0.0097 0.0033 0.0081
O -4.985 0.829 2.763 -0.0181 -0.0699 -0.0006
C -3.263 0.343 1.245 -0.0680 0.0850 -0.1723
C -4.118 0.209 0.155 0.0128 -0.0135 0.0484
C -3.623 0.370 -1.124 -0.0026 -0.0462 -0.0513
C -2.277 0.662 -1.281 -0.0135 -0.0309 0.0777
N -1.448 0.806 -0.253 -0.1826 0.0904 -0.0354
C -1.938 0.658 0.974 0.0269 0.0845 0.1307
H 0.005 -1.162 4.083 0.0432 0.0186 0.0111
H -1.063 -0.504 5.325 -0.0053 0.0446 0.0237
H -0.684 0.461 3.889 0.0280 0.0402 0.0346
H -2.270 -2.154 3.913 -0.0179 -0.0050 -0.0943
H -1.831 -1.265 2.459 0.0027 -0.1311 -0.0523
H -3.488 -1.154 5.527 -0.0042 -0.0448 -0.0537
H -5.008 -0.667 4.758 0.0416 -0.0252 -0.0001
H -2.882 1.281 5.786 0.0178 0.0128 0.0274
H -4.399 0.880 6.610 -0.0040 0.0360 0.0213
H -4.437 1.705 5.042 0.0072 0.0635 0.0457
H -5.163 -0.009 0.333 -0.0218 0.0368 -0.0086
H -4.265 0.273 -1.989 -0.0004 -0.0160 -0.0120
H -1.835 0.794 -2.264 -0.0614 -0.0408 -0.0605
H -1.227 0.839 1.772 -0.0410 -0.0692 0.0706